Record 1
{"formula": "C71H188N8O27", "method": "the ωB97M-V functional and the def2-TZVPD basis", "energy_ev": -143865.6880, "orbital_gap_ev": 8.681, "lumo_energy_ev": 0.55, "mol_weight_da": 1586.31, "spin_multiplicity": 1, "total_charge": 0, "species": ["C", "C", "C", "O", "H", "H", "H", "H", "H", "H", "H", "H", "C", "C", "C", "O", "H", "H", "H", "H", "H", "H", "H", "H", "C", "C", "C", "O", "H", "H", "H", "H", "H", "H", "H", "H", "C", "C", "C", "O", "H", "H", "H", "H", "H", "H", "H", "H", "C", "C", "C", "O", "H", "H", "H", "H", "H", "H", "H", "H", "C", "C", "C", "O", "H", "H", "H", "H", "H", "H", "H", "H", "C", "O", "H", "H", "H", "H", "C", "O", "H", "H", "H", "H", "C", "O", "H", "H", "H", "H", "C", "O", "H", "H", "H", "H", "C", "O", "H", "H", "H", "H", "C", "O", "C", "C", "N", "C", "C", "O", "C", "H", "H", "H", "H", "H", "H", "H", "H", "H", "H", "H", "H", "H", "H", "H", "C", "O", "C", "C", "N", "C", "C", "O", "C", "H", "H", "H", "H", "H", "H", "H", "H", "H", "H", "H", "H", "H", "H", "H", "C", "O", "C", "C", "N", "C", "C", "O", "C", "H", "H", "H", "H", "H", "H", "H", "H", "H", "H", "H", "H", "H", "H", "H", "C", "O", "C", "C", "N", "C", "C", "O", "C", "H", "H", "H", "H", "H", "H", "H", "H", "H", "H", "H", "H", "H", "H", "H", "C", "O", "C", "C", "N", "C", "C", "O", "C", "H", "H", "H", "H", "H", "H", "H", "H", "H", "H", "H", "H", "H", "H", "H", "C", "O", "C", "C", "N", "C", "C", "O", "C", "H", "H", "H", "H", "H", "H", "H", "H", "H", "H", "H", "H", "H", "H", "H", "C", "O", "C", "C", "N", "C", "C", "O", "C", "H", "H", "H", "H", "H", "H", "H", "H", "H", "H", "H", "H", "H", "H", "H", "C", "O", "C", "C", "N", "C", "C", "O", "C", "H", "H", "H", "H", "H", "H", "H", "H", "H", "H", "H", "H", "H", "H", "H"], "coordinates": [[-3.39, -5.68, -4.75], [-2.06, -5.22, -4.11], [-1.13, -6.36, -3.80], [-1.42, -4.34, -5.08], [-3.18, -6.33, -5.60], [-4.00, -4.84, -5.06], [-3.95, -6.26, -4.02], [-2.29, -4.61, -3.22], [-0.27, -6.00, -3.24], [-0.83, -6.77, -4.78], [-1.62, -7.12, -3.18], [-2.07, -3.65, -5.28], [0.04, -1.95, -6.89], [1.44, -1.30, -7.01], [1.63, -0.77, -8.44], [1.70, -0.36, -6.00], [0.06, -2.38, -5.88], [-0.05, -2.81, -7.57], [-0.70, -1.13, -6.90], [2.13, -2.06, -6.82], [2.33, 0.03, -8.37], [0.69, -0.38, -8.86], [2.02, -1.52, -9.14], [0.97, 0.29, -5.94], [-6.26, -0.12, 1.86], [-4.95, -0.70, 1.33], [-4.73, -2.19, 1.48], [-4.82, -0.29, -0.02], [-6.15, 0.10, 2.92], [-7.12, -0.77, 1.68], [-6.42, 0.83, 1.41], [-4.15, -0.19, 1.94], [-4.62, -2.52, 2.51], [-3.83, -2.49, 1.00], [-5.59, -2.72, 1.02], [-4.15, -0.78, -0.48], [1.69, -3.03, 6.53], [2.49, -2.10, 5.66], [3.21, -2.84, 4.45], [1.65, -1.03, 5.24], [0.84, -3.37, 5.97], [1.39, -2.63, 7.46], [2.31, -3.89, 6.76], [3.19, -1.71, 6.30], [2.30, -3.32, 4.04], [3.94, -3.63, 4.73], [3.75, -2.20, 3.74], [2.11, -0.64, 4.44], [0.67, 5.93, 2.14], [-0.34, 5.07, 1.33], [-0.62, 5.76, -0.02], [0.09, 3.75, 1.08], [1.57, 6.01, 1.44], [0.97, 5.43, 3.02], [0.23, 6.92, 2.25], [-1.26, 5.07, 1.94], [0.27, 6.15, -0.47], [-1.40, 6.50, 0.14], [-1.03, 4.97, -0.68], [0.17, 3.32, 1.97], [-5.29, 3.66, -0.21], [-3.91, 3.32, 0.35], [-3.96, 2.94, 1.90], [-3.32, 2.28, -0.45], [-5.92, 4.36, 0.42], [-5.71, 2.67, -0.31], [-5.25, 4.17, -1.14], [-3.26, 4.16, 0.14], [-2.96, 2.92, 2.35], [-4.50, 2.02, 1.98], [-4.52, 3.72, 2.47], [-3.91, 1.51, -0.52], [4.24, -1.55, -3.68], [5.50, -1.12, -3.20], [3.50, -1.58, -2.92], [3.85, -0.89, -4.42], [4.30, -2.57, -4.10], [5.47, -0.14, -3.15], [-1.14, 1.81, -7.08], [-0.53, 1.43, -5.80], [-0.89, 2.88, -7.15], [-0.72, 1.25, -7.90], [-2.25, 1.69, -7.08], [-1.23, 1.62, -5.09], [-2.70, -2.63, -1.70], [-2.79, -1.15, -1.67], [-2.55, -2.93, -0.65], [-3.66, -2.93, -2.08], [-1.82, -2.93, -2.26], [-1.88, -0.78, -1.35], [0.90, 0.76, 8.55], [0.20, 0.04, 7.57], [1.87, 0.27, 8.78], [1.11, 1.83, 8.22], [0.23, 0.85, 9.45], [0.69, 0.03, 6.75], [-2.62, -2.18, 7.87], [-2.41, -0.88, 8.22], [-1.95, -2.47, 7.00], [-2.39, -2.77, 8.71], [-3.64, -2.30, 7.59], [-1.49, -0.61, 8.06], [-0.44, 3.38, 4.91], [0.37, 2.82, 3.87], [1.47, 2.15, 4.29], [2.08, 1.60, 3.02], [3.07, 0.49, 3.31], [4.28, 0.87, 4.01], [4.97, 2.16, 3.48], [4.17, 3.26, 3.94], [4.89, 4.43, 4.27], [-1.25, 4.01, 4.48], [0.24, 3.86, 5.64], [-1.05, 2.61, 5.38], [1.25, 1.23, 4.91], [2.09, 2.85, 4.90], [2.56, 2.42, 2.52], [1.26, 1.09, 2.44], [3.33, 0.04, 2.40], [5.00, 0.00, 3.93], [4.15, 0.92, 5.09], [5.05, 2.20, 2.38], [5.98, 2.22, 3.83], [4.27, 5.05, 4.87], [5.13, 4.97, 3.34], [5.81, 4.13, 4.80], [-3.42, 0.44, 5.03], [-3.36, 1.70, 5.62], [-4.64, 2.22, 5.88], [-4.55, 3.59, 6.57], [-5.92, 4.13, 6.85], [-5.98, 5.21, 7.83], [-5.63, 6.65, 7.45], [-4.41, 6.76, 6.77], [-3.31, 6.74, 7.61], [-2.53, -0.20, 5.18], [-3.70, 0.53, 3.95], [-4.25, -0.21, 5.42], [-5.22, 1.62, 6.60], [-5.16, 2.28, 4.91], [-4.02, 4.33, 5.97], [-4.05, 3.41, 7.51], [-6.43, 4.44, 6.04], [-5.39, 4.88, 8.70], [-7.03, 5.42, 8.13], [-5.59, 7.15, 8.42], [-6.37, 7.17, 6.87], [-2.46, 6.82, 6.96], [-3.21, 5.76, 8.10], [-3.36, 7.58, 8.31], [2.77, -5.15, 1.62], [3.31, -4.07, 0.93], [2.46, -2.93, 0.80], [3.23, -1.80, 0.19], [4.19, -1.12, 1.03], [5.14, -0.30, 0.27], [4.40, 1.05, -0.11], [5.36, 2.05, 0.16], [4.98, 3.38, -0.09], [3.36, -5.97, 1.22], [1.65, -5.30, 1.43], [2.89, -4.98, 2.71], [2.04, -2.66, 1.76], [1.62, -3.19, 0.12], [2.48, -1.07, -0.16], [3.64, -2.18, -0.75], [4.71, -1.82, 1.53], [5.53, -0.74, -0.63], [5.94, -0.02, 0.93], [3.48, 1.18, 0.54], [4.02, 1.09, -1.18], [5.90, 3.95, 0.05], [4.17, 3.73, 0.54], [4.70, 3.53, -1.14], [-4.53, -0.71, -6.15], [-4.17, 0.48, -5.53], [-3.48, 0.28, -4.30], [-3.55, 1.56, -3.49], [-2.72, 2.53, -4.13], [-2.48, 3.58, -3.18], [-1.72, 4.69, -3.78], [-2.47, 5.26, -4.88], [-1.91, 6.47, -5.32], [-5.17, -1.29, -5.45], [-3.67, -1.29, -6.43], [-5.00, -0.51, -7.07], [-2.52, -0.15, -4.50], [-4.01, -0.51, -3.70], [-3.09, 1.34, -2.57], [-4.56, 1.95, -3.34], [-3.19, 2.91, -4.96], [-1.91, 3.17, -2.33], [-3.39, 4.01, -2.75], [-0.77, 4.43, -4.29], [-1.53, 5.42, -3.03], [-1.83, 7.19, -4.45], [-2.53, 6.84, -6.14], [-0.93, 6.32, -5.80], [-3.31, -5.22, 2.39], [-3.51, -5.06, 1.03], [-3.83, -6.30, 0.36], [-4.29, -5.84, -1.00], [-5.62, -5.18, -0.97], [-6.11, -4.73, -2.29], [-7.15, -3.66, -2.13], [-6.60, -2.55, -1.48], [-7.44, -1.42, -1.42], [-4.27, -5.30, 2.91], [-2.90, -4.27, 2.81], [-2.69, -6.07, 2.69], [-4.69, -6.79, 0.83], [-2.96, -6.96, 0.34], [-4.39, -6.71, -1.72], [-3.50, -5.11, -1.45], [-5.50, -4.38, -0.38], [-6.72, -5.57, -2.76], [-5.26, -4.34, -2.95], [-8.00, -4.13, -1.62], [-7.55, -3.43, -3.13], [-7.70, -1.18, -2.42], [-6.87, -0.60, -0.98], [-8.34, -1.60, -0.78], [6.99, -2.68, 3.01], [6.55, -2.77, 1.69], [7.53, -3.37, 0.83], [6.99, -3.36, -0.57], [5.94, -4.36, -0.79], [5.47, -4.42, -2.19], [4.66, -5.64, -2.58], [4.06, -5.27, -3.87], [3.30, -6.38, -4.37], [7.94, -2.20, 3.15], [7.13, -3.72, 3.44], [6.18, -2.17, 3.52], [7.80, -4.37, 1.17], [8.46, -2.80, 0.86], [7.85, -3.53, -1.26], [6.69, -2.28, -0.78], [5.18, -4.24, -0.13], [6.37, -4.33, -2.78], [4.89, -3.51, -2.45], [3.87, -5.81, -1.83], [5.33, -6.44, -2.71], [2.91, -6.09, -5.34], [2.43, -6.50, -3.74], [3.84, -7.33, -4.44], [-1.33, -1.27, 2.91], [-0.43, -0.87, 1.84], [-0.87, 0.43, 1.23], [-0.04, 0.75, 0.00], [-0.16, -0.38, -0.88], [0.46, -0.13, -2.17], [0.51, -1.33, -3.09], [1.31, -2.34, -2.48], [1.41, -3.58, -3.22], [-2.38, -1.05, 2.82], [-0.96, -0.83, 3.81], [-1.16, -2.36, 3.01], [-0.72, 1.19, 2.00], [-1.97, 0.45, 0.96], [0.97, 1.05, 0.22], [-0.51, 1.61, -0.43], [0.19, -1.22, -0.45], [1.47, 0.25, -2.11], [0.01, 0.70, -2.70], [0.84, -1.09, -4.13], [-0.53, -1.75, -3.34], [2.24, -4.22, -2.80], [1.61, -3.33, -4.22], [0.46, -4.11, -3.07], [2.11, 3.43, -1.97], [3.01, 3.28, -3.01], [2.73, 2.21, -3.89], [4.01, 2.06, -4.69], [5.13, 1.85, -3.82], [6.45, 1.84, -4.51], [6.90, 3.18, -5.08], [6.78, 4.12, -4.12], [6.97, 5.43, -4.63], [1.20, 3.79, -2.34], [2.50, 4.18, -1.26], [2.07, 2.47, -1.43], [1.89, 2.36, -4.56], [2.62, 1.33, -3.29], [4.12, 2.87, -5.44], [4.02, 1.12, -5.23], [5.15, 2.61, -3.18], [6.52, 0.98, -5.18], [7.22, 1.62, -3.73], [6.37, 3.43, -5.98], [7.95, 3.12, -5.42], [7.23, 6.12, -3.83], [6.08, 5.82, -5.07], [7.79, 5.45, -5.29]]}

---

Record 2
{"formula": "C71H66Br2ClN7O5PSr", "method": "the ωB97M-V functional and the def2-TZVPD basis", "energy_ev": -258104.2339, "orbital_gap_ev": 7.158, "lumo_energy_ev": 2.14, "mol_weight_da": 1411.21, "spin_multiplicity": 1, "total_charge": -1, "species": ["Sr", "O", "C", "C", "C", "C", "C", "C", "C", "O", "N", "N", "C", "C", "Br", "C", "C", "C", "C", "C", "C", "C", "H", "H", "H", "H", "H", "H", "H", "H", "H", "H", "H", "H", "H", "H", "N", "C", "C", "C", "C", "C", "C", "P", "C", "C", "C", "C", "C", "C", "C", "C", "C", "C", "C", "C", "H", "H", "H", "H", "H", "H", "H", "H", "H", "H", "H", "H", "H", "H", "H", "H", "C", "C", "C", "C", "C", "C", "C", "N", "C", "N", "C", "C", "C", "C", "C", "C", "C", "N", "C", "C", "C", "C", "C", "C", "C", "H", "H", "H", "H", "H", "H", "H", "H", "H", "H", "H", "H", "H", "H", "H", "H", "H", "H", "H", "H", "H", "H", "C", "C", "C", "C", "C", "Br", "N", "C", "H", "H", "H", "H", "H", "H", "C", "C", "C", "C", "Cl", "C", "C", "C", "O", "C", "C", "O", "O", "H", "H", "H", "H", "H", "H", "H", "H"], "coordinates": [[-0.50, -1.26, 0.42], [-4.68, 0.05, 1.54], [-4.25, 0.17, 2.81], [-5.17, 0.06, 3.85], [-4.76, 0.17, 5.17], [-3.42, 0.40, 5.47], [-2.51, 0.51, 4.43], [-2.90, 0.42, 3.10], [-1.88, 0.48, 1.99], [-2.28, 0.04, 0.77], [-1.36, 1.89, 1.91], [-0.29, 2.00, 1.11], [0.56, 2.93, 1.29], [1.68, 3.12, 0.38], [1.51, 2.34, -1.34], [2.77, 3.86, 0.61], [3.11, 4.47, 1.90], [2.96, 3.77, 3.10], [3.30, 4.36, 4.31], [3.79, 5.66, 4.35], [3.96, 6.36, 3.16], [3.64, 5.76, 1.95], [-3.83, 0.03, 0.99], [-6.21, -0.14, 3.60], [-5.48, 0.08, 5.96], [-3.09, 0.47, 6.50], [-1.45, 0.66, 4.65], [-0.99, -0.09, 2.36], [-1.39, 2.43, 2.76], [0.48, 3.63, 2.13], [3.46, 4.04, -0.21], [2.62, 2.74, 3.07], [3.19, 3.79, 5.23], [4.04, 6.12, 5.29], [4.36, 7.36, 3.18], [3.77, 6.31, 1.02], [-1.94, 1.47, -3.00], [-1.62, 2.61, -3.69], [-1.37, 2.54, -5.07], [-1.09, 3.69, -5.79], [-1.04, 4.93, -5.16], [-1.29, 5.00, -3.79], [-1.59, 3.86, -3.05], [-1.88, 3.83, -1.25], [-1.59, 5.58, -0.77], [-2.58, 6.48, -0.41], [-2.25, 7.76, 0.01], [-0.92, 8.16, 0.07], [0.08, 7.27, -0.28], [-0.25, 5.99, -0.69], [-3.71, 3.71, -1.15], [-4.56, 3.75, -2.25], [-5.93, 3.59, -2.09], [-6.46, 3.37, -0.83], [-5.62, 3.32, 0.27], [-4.26, 3.48, 0.11], [-1.81, 0.57, -3.43], [-1.89, 1.47, -1.98], [-1.40, 1.58, -5.57], [-0.89, 3.62, -6.85], [-0.82, 5.83, -5.72], [-1.26, 5.96, -3.30], [-3.62, 6.18, -0.45], [-3.04, 8.46, 0.28], [-0.67, 9.16, 0.39], [1.12, 7.57, -0.23], [0.54, 5.29, -0.96], [-4.15, 3.91, -3.24], [-6.57, 3.62, -2.96], [-7.53, 3.23, -0.71], [-6.04, 3.13, 1.26], [-3.60, 3.41, 0.97], [4.87, -1.67, -5.04], [5.30, -2.38, -3.78], [6.41, -3.21, -3.77], [6.81, -3.88, -2.62], [6.07, -3.71, -1.45], [4.96, -2.89, -1.44], [4.56, -2.22, -2.60], [3.44, -1.38, -2.65], [2.57, -1.14, -1.55], [3.24, -0.60, -0.52], [2.98, -0.37, 0.88], [1.73, -0.59, 1.45], [1.69, -0.36, 2.84], [2.78, 0.09, 3.58], [3.99, 0.33, 2.94], [4.11, 0.10, 1.58], [5.44, 0.36, 0.90], [1.30, -1.36, -1.67], [0.85, -1.91, -2.89], [0.27, -1.05, -3.83], [-0.24, -1.54, -5.03], [-0.16, -2.90, -5.30], [0.44, -3.75, -4.38], [0.96, -3.28, -3.17], [1.59, -4.22, -2.19], [5.60, -1.82, -5.83], [4.76, -0.60, -4.87], [3.91, -2.05, -5.40], [6.98, -3.34, -4.68], [7.68, -4.52, -2.63], [6.36, -4.23, -0.55], [4.38, -2.79, -0.53], [2.96, -1.36, -3.53], [4.18, -0.39, -0.78], [0.77, -0.54, 3.39], [2.69, 0.26, 4.65], [4.84, 0.69, 3.50], [6.17, 0.69, 1.63], [5.36, 1.14, 0.14], [5.85, -0.54, 0.42], [0.23, 0.01, -3.60], [-0.69, -0.87, -5.74], [-0.56, -3.30, -6.23], [0.52, -4.81, -4.60], [1.32, -5.25, -2.43], [1.27, -4.00, -1.18], [2.68, -4.15, -2.23], [-2.53, -6.00, -2.22], [-3.21, -4.66, -2.14], [-4.58, -4.51, -2.12], [-5.13, -3.24, -2.03], [-4.27, -2.16, -1.95], [-5.02, -0.43, -1.80], [-2.95, -2.27, -1.99], [-2.44, -3.50, -2.08], [-3.25, -6.79, -2.44], [-2.04, -6.24, -1.28], [-1.77, -6.01, -2.99], [-5.23, -5.37, -2.18], [-6.20, -3.08, -2.00], [-1.37, -3.57, -2.10], [-1.80, -5.93, 5.75], [-0.47, -5.49, 5.22], [0.63, -5.36, 6.05], [1.86, -4.95, 5.53], [3.22, -4.79, 6.61], [2.00, -4.67, 4.19], [0.90, -4.80, 3.35], [-0.33, -5.19, 3.86], [-1.46, -5.33, 3.13], [-1.38, -5.09, 1.74], [-0.98, -3.66, 1.36], [-1.16, -2.75, 2.19], [-0.51, -3.53, 0.19], [-1.73, -6.19, 6.81], [-2.17, -6.80, 5.20], [-2.55, -5.14, 5.63], [0.55, -5.58, 7.11], [2.95, -4.34, 3.80], [1.03, -4.58, 2.30], [-2.38, -5.26, 1.35], [-0.68, -5.79, 1.25]]}